Entry 1:
The following is a DFT calculation (wB97M-V/def2-TZVPD) of C43H56ClN10O5RuSSe as an isolated structure.

The geometry in XYZ format:
```
118
Properties=species:S:1:pos:R:3:forces:R:3:lowdin_spin:R:1
Ru -0.686 -0.516 -0.484 0.081 -0.101 -0.023 0.5900
C -6.144 -5.125 -1.920 0.004 -0.001 0.000 0.0003
C -4.809 -4.580 -1.505 0.007 -0.008 -0.008 0.0019
C -3.672 -4.792 -2.270 -0.005 0.017 -0.003 0.0004
C -2.423 -4.298 -1.901 0.004 -0.017 0.019 0.0070
C -1.243 -4.674 -2.764 -0.015 0.045 -0.009 0.0117
C -2.336 -3.532 -0.727 0.014 -0.072 0.005 0.0256
Se -0.632 -2.800 -0.229 0.074 -0.024 -0.067 0.3059
C -3.453 -3.372 0.114 -0.029 0.015 0.013 0.0058
C -3.386 -2.748 1.487 -0.035 -0.029 0.016 0.0078
C -4.671 -3.884 -0.306 0.000 0.016 -0.001 0.0000
H -6.090 -5.616 -2.890 -0.001 0.001 0.000 0.0000
H -6.887 -4.330 -1.979 0.001 0.000 0.001 0.0001
H -6.504 -5.852 -1.191 0.001 -0.001 0.001 0.0001
H -3.746 -5.381 -3.177 -0.001 0.005 -0.003 0.0003
H -1.306 -5.731 -3.017 0.001 -0.006 0.007 0.0003
H -0.286 -4.508 -2.274 -0.001 0.011 -0.004 0.0081
H -1.246 -4.126 -3.709 -0.003 -0.001 -0.022 0.0001
H -2.448 -2.230 1.678 -0.008 0.015 0.002 0.0065
H -3.481 -3.528 2.245 0.038 0.001 0.004 0.0001
H -4.220 -2.063 1.659 0.004 0.003 -0.029 0.0001
H -5.537 -3.765 0.337 0.003 0.003 0.000 0.0002
N -2.818 -0.421 -0.745 0.019 0.074 -0.048 -0.0041
H -3.162 0.514 -0.949 -0.041 -0.009 0.006 -0.0002
H -3.348 -0.775 0.048 0.033 0.041 0.035 -0.0002
H -3.102 -1.004 -1.528 -0.039 -0.023 -0.005 -0.0001
C -3.221 3.893 4.751 -0.016 0.009 -0.004 0.0000
C -1.730 3.588 4.959 0.000 0.006 -0.006 0.0000
C -1.179 4.579 5.995 0.006 -0.012 -0.012 0.0000
C -1.018 3.871 3.628 0.008 -0.016 0.029 0.0000
C -1.560 2.131 5.509 0.005 -0.011 0.023 0.0000
O -2.373 2.001 6.680 -0.006 -0.026 0.076 0.0000
C -0.139 1.694 5.923 0.007 0.007 -0.022 0.0001
C 1.044 1.903 4.970 -0.022 -0.015 0.016 0.0000
C 2.164 0.903 5.152 0.001 -0.017 0.015 0.0000
C 2.972 0.582 4.066 -0.022 -0.005 -0.015 0.0000
C 4.006 -0.333 4.174 0.024 -0.002 -0.009 0.0000
C 4.247 -0.938 5.397 -0.022 -0.003 0.001 0.0000
Cl 5.529 -2.094 5.537 0.002 0.000 0.005 0.0000
C 3.471 -0.626 6.500 0.010 -0.001 -0.006 0.0000
C 2.436 0.290 6.370 -0.009 0.009 -0.002 0.0000
C -2.255 1.034 4.660 -0.007 0.000 -0.027 -0.0002
N -1.517 0.445 3.542 0.033 -0.046 0.036 -0.0006
C -1.694 0.610 2.241 0.010 0.063 0.014 0.0023
N -0.845 -0.174 1.577 -0.082 0.007 -0.063 0.0079
C -0.165 -0.824 2.571 0.023 0.001 0.027 0.0053
N -0.565 -0.486 3.764 0.045 0.108 0.024 0.0040
H -3.351 4.967 4.614 0.001 0.000 -0.005 0.0000
H -3.822 3.584 5.604 0.000 0.005 -0.011 0.0000
H -3.618 3.415 3.851 -0.002 0.003 0.004 0.0000
H -1.240 5.592 5.596 -0.010 -0.001 0.003 0.0000
H -0.132 4.386 6.233 0.004 0.001 0.004 0.0000
H -1.758 4.573 6.920 0.007 0.001 0.004 0.0000
H -1.377 4.827 3.244 0.006 -0.004 -0.005 0.0000
H -1.232 3.122 2.864 -0.027 -0.041 -0.023 0.0000
H 0.061 3.952 3.732 0.028 -0.006 0.009 0.0000
H -2.009 2.549 7.383 -0.010 0.007 -0.009 0.0000
H -0.214 0.635 6.175 -0.005 0.005 -0.003 0.0000
H 0.080 2.202 6.865 -0.007 0.007 0.000 0.0000
H 1.448 2.910 5.106 -0.009 0.016 -0.013 0.0000
H 0.728 1.856 3.927 -0.036 -0.033 -0.041 0.0000
H 2.785 1.062 3.111 0.012 -0.002 0.013 0.0000
H 4.631 -0.581 3.326 -0.002 0.011 -0.012 0.0000
H 3.674 -1.098 7.451 0.000 0.001 0.002 0.0000
H 1.839 0.520 7.243 0.001 -0.003 0.004 0.0000
H -3.206 1.390 4.271 0.014 0.018 -0.005 0.0000
H -2.456 0.211 5.342 -0.010 0.008 -0.002 -0.0001
H -2.417 1.287 1.817 0.006 -0.003 -0.007 0.0001
H 0.606 -1.555 2.392 -0.015 0.007 -0.007 0.0022
N 9.377 -3.525 -2.613 -0.004 -0.006 -0.004 0.0000
C 8.389 -3.062 -2.253 0.008 0.010 0.009 0.0000
C 7.152 -2.480 -1.808 -0.004 -0.001 0.000 0.0000
C 6.965 -1.103 -1.894 -0.003 -0.004 -0.006 0.0000
C 5.770 -0.543 -1.479 0.006 0.002 0.002 0.0000
C 4.781 -1.369 -0.968 -0.008 0.007 0.007 0.0000
C 4.959 -2.739 -0.862 0.007 -0.001 0.000 0.0000
C 6.150 -3.299 -1.292 -0.005 0.000 -0.002 0.0000
N 3.544 -0.787 -0.532 -0.005 -0.017 -0.010 -0.0003
C 3.402 0.300 0.296 0.008 0.012 -0.022 -0.0002
C 2.066 0.481 0.457 0.023 -0.027 0.008 -0.0006
N 1.392 -0.481 -0.264 -0.073 0.083 0.025 -0.0052
C 2.314 -1.225 -0.851 -0.005 -0.022 -0.001 -0.0001
H 7.751 -0.478 -2.295 0.001 -0.002 0.000 0.0000
H 5.608 0.524 -1.560 0.001 -0.001 -0.001 0.0000
H 4.188 -3.361 -0.425 0.003 -0.004 0.000 0.0000
H 6.312 -4.364 -1.217 0.000 0.001 0.000 0.0000
H 4.252 0.819 0.705 0.000 -0.002 0.006 0.0000
H 1.550 1.222 1.044 0.002 -0.003 0.000 0.0000
H 2.132 -2.062 -1.504 -0.007 0.004 0.006 0.0013
C -1.814 4.396 -7.326 0.000 -0.014 0.006 0.0000
C -0.310 4.308 -7.530 0.023 -0.018 -0.032 0.0000
S 0.512 3.305 -6.324 -0.101 0.005 0.039 0.0000
O 1.922 3.286 -6.601 0.051 0.005 0.000 0.0000
O 0.066 3.674 -4.996 0.027 -0.016 0.024 0.0000
C -0.094 1.637 -6.580 0.018 0.027 0.101 0.0000
C 0.793 0.702 -5.744 -0.037 -0.020 -0.016 -0.0001
N 0.072 0.048 -4.639 0.049 0.045 0.063 -0.0002
C 0.231 0.344 -3.333 -0.053 0.027 -0.049 0.0022
N -0.536 -0.456 -2.583 0.070 -0.055 0.087 0.0073
C -1.207 -1.291 -3.434 -0.044 0.003 -0.019 0.0020
C -0.837 -0.984 -4.698 0.087 -0.060 0.010 0.0025
N -1.301 -1.611 -5.907 -0.307 0.221 0.015 0.0003
O -0.958 -1.119 -6.962 0.117 -0.097 -0.022 0.0007
O -2.049 -2.551 -5.759 0.111 -0.094 0.004 0.0002
C 1.110 1.429 -2.825 0.047 0.007 -0.017 0.0011
H -2.234 5.086 -8.056 -0.001 0.002 0.002 0.0000
H -2.048 4.762 -6.329 -0.004 0.006 0.000 0.0000
H -2.300 3.430 -7.473 -0.001 0.004 -0.004 0.0000
H 0.185 5.276 -7.422 -0.015 0.006 0.019 0.0000
H -0.026 3.900 -8.501 0.003 0.007 0.000 0.0000
H -0.056 1.380 -7.636 0.054 0.036 -0.011 0.0000
H -1.129 1.621 -6.243 -0.004 -0.055 -0.059 0.0000
H 1.612 1.249 -5.282 0.036 0.017 -0.078 0.0000
H 1.234 -0.066 -6.369 -0.052 -0.050 0.006 0.0000
H -1.887 -2.060 -3.109 -0.007 0.009 0.016 0.0000
H 0.995 2.334 -3.422 -0.041 0.010 0.015 0.0001
H 2.160 1.128 -2.845 -0.012 -0.006 -0.002 0.0001
H 0.849 1.661 -1.795 0.003 0.012 0.000 0.0005
```
Forces are in eV/Å.

## Properties
electronic energy	-161910.5565	eV
HOMO level (spin up / spin down)	-12.57 / -12.57	eV
total charge	+2
largest force on an atom	0.38	eV/Å
expectation value of S²	0.757
lowest unoccupied orbital energy (spin up / spin down)	-6.38 / -7.04	eV
molecular weight	1040.536	g mol⁻¹
2S+1	2

=====

Entry 2:
The following is a DFT calculation (wB97M-V/def2-TZVPD) of C43H57BCdN8O6P2Si as an isolated structure.

The geometry in XYZ format:
```
119
Properties=species:S:1:pos:R:3:forces:R:3:lowdin_spin:R:1
Cd 1.064 -0.439 0.085 -0.128 -0.112 0.114 0.1533
C -0.429 -4.205 -1.945 0.012 -0.015 -0.059 0.0000
C -0.491 -3.348 -0.844 0.033 -0.026 0.073 0.0000
N 0.427 -2.393 -0.942 -0.109 0.095 -0.172 -0.0018
N 1.113 -2.620 -2.086 0.106 -0.065 0.180 -0.0001
C 0.611 -3.705 -2.705 -0.032 -0.004 -0.015 0.0000
B 2.468 -1.882 -2.439 -0.112 0.095 0.059 0.0001
N 3.435 -1.968 -1.217 -0.097 -0.112 -0.037 0.0016
C 4.775 -2.144 -1.209 -0.103 0.039 -0.073 0.0036
C 5.204 -2.205 0.097 0.029 0.019 0.073 0.0009
C 4.038 -2.030 0.851 0.007 0.025 -0.022 0.0032
N 2.982 -1.880 0.063 0.147 0.027 -0.018 0.0252
N 2.209 -0.366 -2.725 0.036 0.013 0.083 0.0034
C 2.000 0.313 -3.869 0.040 -0.055 0.108 0.0022
C 1.854 1.652 -3.564 -0.071 0.080 -0.026 0.0006
C 1.968 1.716 -2.178 0.133 -0.055 0.061 0.0027
N 2.195 0.507 -1.667 -0.078 -0.139 -0.479 0.0398
N 3.052 -2.648 -3.619 0.143 0.172 0.078 0.0000
C 3.713 -3.839 -3.572 -0.112 0.115 0.063 0.0000
C 3.831 -4.306 -4.852 -0.027 -0.045 -0.216 0.0000
C 3.186 -3.328 -5.637 -0.039 -0.022 -0.077 0.0000
N 2.707 -2.343 -4.897 0.156 -0.244 0.136 0.0000
H -1.029 -5.078 -2.150 0.057 0.091 0.034 0.0000
H -1.125 -3.408 0.031 0.039 0.040 -0.105 0.0000
H 1.027 -4.062 -3.636 -0.027 0.052 0.108 0.0000
H 5.335 -2.216 -2.129 -0.071 -0.020 0.039 0.0003
H 6.212 -2.341 0.454 -0.098 -0.006 -0.043 0.0001
H 3.922 -1.996 1.925 0.008 0.042 -0.071 0.0000
H 2.004 -0.206 -4.812 0.005 -0.005 0.035 0.0004
H 1.695 2.467 -4.253 0.046 -0.067 0.042 0.0001
H 1.917 2.577 -1.526 -0.056 -0.084 -0.016 -0.0001
H 4.027 -4.280 -2.638 -0.009 0.079 -0.038 0.0000
H 4.309 -5.216 -5.179 -0.049 0.114 0.039 0.0000
H 3.050 -3.305 -6.710 0.028 -0.001 0.112 0.0000
C -4.865 0.314 3.640 0.029 0.050 0.063 0.0000
C -4.616 0.188 2.155 0.120 0.049 0.060 0.0003
C -5.377 1.195 1.327 -0.003 0.108 -0.001 0.0001
O -3.179 0.419 1.936 -0.175 0.004 0.002 0.0009
P -2.242 -0.693 1.343 0.000 0.163 -0.025 0.0037
O -0.821 -0.299 1.510 -0.097 -0.433 -0.075 0.0579
C -2.794 -0.955 -0.366 0.084 0.043 0.080 -0.0003
P -1.953 0.083 -1.592 0.173 0.059 -0.045 0.0006
O -0.710 0.691 -1.060 -0.153 -0.040 -0.188 0.0128
O -1.631 -0.836 -2.814 -0.144 -0.027 -0.180 0.0002
C -2.472 -1.338 -3.907 -0.044 0.057 0.037 0.0000
C -3.762 -1.946 -3.392 0.022 0.076 0.113 0.0000
C -2.696 -0.252 -4.940 0.049 0.077 0.074 0.0000
O -3.042 1.141 -2.019 -0.017 0.202 0.123 0.0004
C -2.754 2.591 -2.030 0.009 -0.084 -0.123 0.0000
C -1.999 2.948 -3.289 0.052 -0.064 -0.101 0.0000
C -4.081 3.294 -1.897 -0.127 -0.033 -0.001 0.0000
O -2.625 -2.052 2.045 0.144 -0.126 -0.107 0.0013
C -1.686 -2.759 2.934 -0.085 0.034 0.179 0.0001
C -2.158 -4.192 2.993 -0.114 -0.022 -0.023 0.0000
C -1.660 -2.071 4.280 -0.046 0.034 0.009 0.0001
H -5.924 0.153 3.853 0.047 0.012 0.005 0.0000
H -4.585 1.314 3.981 -0.031 -0.071 -0.010 0.0000
H -4.279 -0.421 4.193 -0.042 0.043 -0.031 0.0000
H -4.864 -0.826 1.837 0.089 -0.070 -0.071 0.0000
H -5.158 2.208 1.675 -0.011 -0.050 -0.039 0.0000
H -6.449 1.019 1.429 0.028 0.026 -0.010 0.0000
H -5.114 1.127 0.269 -0.014 -0.024 0.035 0.0000
H -3.868 -0.777 -0.428 -0.026 -0.062 0.023 0.0000
H -2.602 -1.995 -0.625 -0.037 0.029 0.002 0.0000
H -1.851 -2.119 -4.335 0.103 -0.073 0.008 0.0000
H -4.387 -1.186 -2.912 0.029 -0.063 -0.049 0.0000
H -3.567 -2.757 -2.686 -0.011 0.061 -0.062 0.0000
H -4.324 -2.356 -4.232 0.026 0.004 0.029 0.0000
H -3.399 0.499 -4.574 0.041 -0.048 -0.034 0.0000
H -3.104 -0.700 -5.848 0.007 0.023 0.045 0.0000
H -1.751 0.237 -5.191 -0.079 -0.057 0.009 0.0000
H -2.129 2.803 -1.166 0.052 -0.101 0.101 0.0000
H -2.617 2.788 -4.177 0.048 0.024 0.072 0.0000
H -1.086 2.352 -3.374 -0.046 0.056 -0.002 0.0000
H -1.713 4.002 -3.252 -0.022 -0.052 -0.016 0.0000
H -4.773 2.951 -2.670 0.054 0.059 0.034 0.0000
H -3.939 4.371 -2.013 -0.011 -0.063 0.018 0.0000
H -4.527 3.109 -0.918 0.000 0.010 -0.070 0.0000
H -0.696 -2.707 2.483 0.056 0.075 -0.146 0.0000
H -3.171 -4.235 3.401 0.070 -0.026 -0.018 0.0000
H -1.497 -4.769 3.643 -0.029 0.025 -0.040 0.0000
H -2.162 -4.654 2.003 0.013 0.036 0.084 0.0000
H -2.634 -2.154 4.771 0.058 0.003 -0.021 0.0000
H -1.394 -1.015 4.181 -0.011 -0.121 -0.007 0.0000
H -0.911 -2.549 4.916 -0.042 0.031 -0.001 0.0000
C 0.666 5.715 0.354 0.028 -0.022 0.018 0.0086
C 1.866 5.505 1.021 0.003 -0.015 -0.009 0.0018
C 2.220 4.227 1.440 0.021 0.072 -0.080 0.0160
C 1.366 3.146 1.207 -0.168 -0.124 -0.256 0.0569
C 0.162 3.371 0.530 -0.092 -0.020 0.048 0.0119
C -0.188 4.646 0.107 0.039 0.008 0.017 -0.0010
Si 1.813 1.470 1.894 0.243 0.517 0.525 0.3575
C 0.915 1.188 3.495 -0.010 -0.174 0.046 0.0506
C 1.406 0.284 4.445 -0.048 -0.066 -0.034 0.0235
C 0.788 0.143 5.681 0.026 -0.004 -0.023 -0.0020
C -0.350 0.883 5.972 0.001 0.066 -0.020 0.0252
C -0.876 1.753 5.022 0.000 -0.027 0.010 -0.0014
C -0.249 1.906 3.793 -0.012 -0.022 0.081 0.0234
C 3.658 1.357 2.084 0.079 -0.063 0.101 0.0621
C 4.259 1.620 3.326 0.063 -0.012 -0.115 0.0185
C 5.642 1.690 3.440 -0.045 -0.011 0.027 0.0016
C 6.441 1.490 2.322 -0.038 -0.005 -0.030 0.0114
C 5.859 1.225 1.088 0.013 0.002 0.014 -0.0013
C 4.479 1.157 0.969 0.070 0.080 0.046 0.0148
H 0.396 6.712 0.025 0.023 -0.046 0.020 0.0005
H 2.533 6.338 1.212 -0.038 -0.043 -0.009 0.0003
H 3.166 4.075 1.951 -0.068 0.017 -0.049 0.0007
H -0.496 2.532 0.328 0.036 0.063 0.009 0.0023
H -1.124 4.808 -0.418 0.064 0.007 0.048 -0.0002
H 2.284 -0.316 4.219 -0.041 0.094 0.045 0.0004
H 1.193 -0.544 6.416 -0.019 0.039 -0.041 -0.0006
H -0.826 0.785 6.941 0.002 -0.008 -0.056 0.0015
H -1.774 2.319 5.243 0.064 -0.016 -0.002 -0.0005
H -0.666 2.594 3.064 0.054 -0.037 0.062 0.0011
H 3.646 1.795 4.203 0.031 -0.018 -0.045 0.0006
H 6.094 1.907 4.402 -0.034 -0.021 -0.077 0.0003
H 7.520 1.545 2.411 -0.038 -0.002 -0.005 0.0007
H 6.482 1.067 0.216 -0.016 0.005 0.031 -0.0003
H 4.038 0.945 0.000 0.015 0.002 0.025 0.0019
```
Forces are in eV/Å.

## Properties
electronic energy	-101422.2044	eV
HOMO level (spin up / spin down)	-10.02 / -11.14	eV
total charge	+1
largest force on an atom	0.78	eV/Å
expectation value of S²	0.754
lowest unoccupied orbital energy (spin up / spin down)	-1.44 / -4.23	eV
molecular weight	995.237	g mol⁻¹
2S+1	2